# 1
{"formula": "C43H59I2N5O3PRbS4", "method": "ωB97M-V with the def2-TZVPD basis set", "molar_mass_g_mol": 1192.5, "total_charge": -2, "orbital_gap_ev": [5.195, 4.729], "largest_force_ev_per_a": 3.3, "e_tot_ha": -4727.13588, "homo_energy_ha": [-0.0722, -0.0721], "relative_energy_kcal_mol": 34.71, "species": ["Rb", "C", "C", "C", "C", "C", "C", "C", "C", "S", "C", "N", "C", "C", "C", "C", "C", "C", "C", "C", "H", "H", "H", "H", "H", "H", "H", "H", "H", "H", "H", "H", "H", "H", "H", "H", "I", "I", "C", "C", "N", "O", "H", "H", "H", "H", "H", "N", "C", "S", "C", "C", "C", "N", "C", "C", "H", "H", "H", "H", "H", "H", "C", "C", "C", "C", "C", "C", "C", "C", "N", "C", "C", "C", "C", "H", "H", "H", "H", "H", "H", "H", "H", "H", "H", "H", "H", "H", "H", "H", "H", "H", "H", "C", "C", "C", "O", "P", "S", "S", "O", "C", "C", "C", "H", "H", "H", "H", "H", "H", "H", "H", "H", "H", "H", "H", "H", "H"], "xyz": [[15.3894, 14.9862, 12.3063], [19.3834, 10.7322, 14.1990], [20.7766, 11.3559, 14.2786], [21.2305, 11.3889, 15.7410], [21.7177, 10.5432, 13.4054], [20.7328, 12.8368, 13.7480], [21.8965, 13.6329, 13.8869], [22.0229, 14.8246, 13.2424], [20.9178, 15.4007, 12.5418], [20.8629, 16.8709, 11.7310], [19.1581, 16.5325, 11.3620], [18.7298, 15.3392, 11.7959], [19.7393, 14.6442, 12.4558], [19.6728, 13.3870, 13.1028], [18.2694, 17.5845, 10.8437], [18.6538, 18.9453, 11.0672], [17.8509, 19.9660, 10.6221], [16.5816, 19.6717, 10.1290], [16.1666, 18.3423, 9.9966], [17.0208, 17.2955, 10.3100], [19.3713, 9.7276, 14.6608], [19.0887, 10.5560, 13.1353], [18.6302, 11.4336, 14.5560], [21.3893, 10.3638, 16.0580], [20.5214, 11.8324, 16.4185], [22.2270, 11.8683, 15.8962], [21.6346, 9.5333, 13.8049], [22.7428, 10.8841, 13.4340], [21.4022, 10.4619, 12.3286], [22.7794, 13.1156, 14.3707], [23.0017, 15.3606, 13.3337], [18.6609, 12.9698, 13.1516], [19.5546, 19.1625, 11.6724], [18.2099, 20.9955, 10.6529], [15.8124, 20.4439, 10.0107], [15.1413, 18.2075, 9.6702], [16.3379, 14.8555, 15.3735], [18.3263, 13.4367, 17.1688], [13.3497, 14.8198, 7.4752], [14.4106, 15.3530, 8.4729], [15.4366, 16.0560, 8.0138], [14.3361, 15.1250, 9.6873], [13.7357, 13.8881, 7.0258], [13.1841, 15.4460, 6.5874], [12.4234, 14.5793, 8.0320], [15.4387, 16.3886, 7.0694], [16.1122, 16.5082, 8.6112], [11.3156, 20.0183, 16.2430], [12.4969, 20.1982, 15.6057], [13.6702, 21.3158, 16.0384], [12.6784, 19.3858, 14.3777], [13.9862, 18.9738, 14.0913], [14.2148, 18.4840, 12.8130], [13.3273, 18.4178, 11.8657], [12.0535, 18.7820, 12.1624], [11.6826, 19.2441, 13.4025], [11.0422, 20.5446, 17.0640], [10.6128, 19.4715, 15.7695], [14.8063, 19.0289, 14.8196], [15.1825, 18.1597, 12.4466], [11.3379, 18.6416, 11.3920], [10.6227, 19.4423, 13.5040], [14.2335, 6.9054, 8.8054], [14.2114, 8.4650, 8.8565], [12.9264, 9.1214, 9.0462], [12.8678, 10.5372, 8.9437], [11.4882, 11.1524, 8.9686], [14.0340, 11.3074, 8.8113], [15.3255, 10.6596, 8.6247], [15.3381, 9.2354, 8.6824], [16.3396, 11.4039, 8.3162], [17.7174, 11.0347, 8.0609], [18.3359, 12.4625, 7.8436], [18.3357, 10.3796, 9.2819], [17.9159, 10.2476, 6.7498], [15.0805, 6.6026, 8.2002], [13.3117, 6.5315, 8.3686], [14.2779, 6.5154, 9.8283], [12.0760, 8.5281, 9.3398], [10.7939, 10.4711, 8.4552], [11.4180, 12.1341, 8.4683], [11.0371, 11.2761, 9.9545], [14.0667, 12.4064, 8.9612], [16.2854, 8.6976, 8.5130], [18.2158, 13.0443, 8.7395], [17.9759, 12.9458, 6.9421], [19.4462, 12.3490, 7.7017], [17.9564, 10.8007, 10.2102], [19.4112, 10.4823, 9.2332], [18.1226, 9.3242, 9.2595], [17.8479, 10.8933, 5.8387], [17.1409, 9.5354, 6.5928], [18.9061, 9.7498, 6.7150], [9.9744, 11.6799, 16.5401], [9.5458, 12.7622, 15.5417], [8.2827, 12.4083, 14.8210], [10.6777, 13.0714, 14.6996], [11.2731, 12.1496, 13.4603], [9.9184, 11.7562, 12.0979], [12.9075, 12.8868, 12.7929], [11.6194, 10.7964, 14.2622], [11.8054, 9.4210, 13.7682], [10.4437, 8.7234, 13.9933], [12.3793, 9.2788, 12.3413], [9.2241, 11.6453, 17.3200], [10.9227, 11.9996, 16.9861], [10.0215, 10.7002, 16.1184], [9.4420, 13.6917, 16.1128], [8.2738, 11.3203, 14.6156], [8.1329, 12.8714, 13.8524], [7.3890, 12.6621, 15.4689], [12.5818, 9.0620, 14.4026], [9.6535, 9.1780, 13.3720], [10.2060, 8.7235, 15.0655], [10.6432, 7.6524, 13.6718], [11.5716, 9.5679, 11.6382], [12.5951, 8.2482, 12.1514], [13.2473, 9.9443, 12.1048]], "atomic_forces_ev_per_a": [[0.01, 0.14, -1.07], [-0.19, -0.30, -1.23], [-0.79, 2.02, -0.24], [1.40, -0.52, -0.12], [-0.53, -0.62, -0.68], [0.79, -0.68, 0.59], [0.93, -1.99, -0.20], [0.66, 1.65, -0.07], [1.76, -2.52, 1.27], [-0.89, 0.54, -0.52], [-0.96, -1.92, 1.10], [0.65, 1.38, -0.53], [0.55, 1.37, 0.12], [-1.95, 0.61, -0.63], [0.15, 1.82, 0.44], [0.81, -1.30, 0.22], [-0.19, 0.68, -0.13], [-0.78, -0.14, 0.18], [0.89, 1.58, 0.40], [-0.50, -1.92, -0.61], [-0.18, 0.63, 0.21], [0.38, 0.12, 0.52], [-0.04, -0.44, 0.66], [-0.07, -0.45, 0.21], [-0.33, 0.31, -0.03], [-0.75, -0.12, -0.26], [0.46, -0.33, -0.04], [0.33, 0.07, 0.10], [0.11, 0.42, 0.98], [-0.98, 1.11, -0.52], [-1.03, -0.33, -0.20], [0.50, -0.26, -0.29], [-0.36, 0.05, -0.63], [-0.22, -0.14, 0.35], [0.52, 0.13, -0.37], [-0.13, -0.34, -0.01], [-0.13, 0.31, 0.41], [0.30, -0.19, 0.46], [0.55, -0.42, 0.14], [-0.59, -0.32, 1.52], [0.04, 0.44, -2.00], [-0.67, -0.42, -1.08], [-0.07, 0.10, 0.45], [-0.13, 0.28, 0.53], [0.53, 0.31, -0.40], [-0.15, -0.15, -0.31], [0.40, -0.29, 1.23], [0.25, 0.08, -0.28], [-0.14, 0.70, 0.63], [-0.96, -0.69, 0.17], [1.00, 0.46, -0.04], [-0.46, -0.13, 0.05], [1.21, -0.19, 0.14], [-2.41, 0.28, -0.84], [1.77, -0.66, 0.40], [0.04, -0.28, -0.15], [0.34, 0.00, -0.38], [0.06, -0.13, 0.28], [-0.59, 0.10, -0.36], [0.40, 0.07, 0.54], [-0.55, 0.00, -0.64], [0.09, 0.40, 0.52], [-0.04, 1.72, 0.48], [-1.66, -0.10, 0.25], [2.67, 0.51, -0.47], [-0.12, 0.03, 0.23], [-0.47, 0.15, -0.34], [0.12, -0.48, 0.43], [-1.22, -0.60, 0.09], [0.36, -1.59, -0.28], [-0.18, 1.17, -0.20], [-0.16, 1.93, -0.67], [2.08, -1.55, 0.02], [0.11, -0.24, -0.30], [0.62, 0.57, -0.61], [0.14, -0.34, 0.11], [-0.04, 0.01, -0.17], [0.27, -0.10, -0.20], [-0.33, 0.04, -0.28], [0.17, 0.17, -0.12], [0.28, -0.40, 0.19], [0.46, 0.08, 0.25], [-0.33, -0.79, -0.43], [-0.50, 0.40, 0.07], [-0.35, 0.48, 0.19], [-0.47, 0.09, 0.15], [-0.68, 0.07, 0.05], [0.03, 0.12, -0.02], [0.36, 0.12, 0.14], [-0.10, -0.51, 0.25], [0.15, -0.15, 0.87], [-0.53, -0.93, 0.12], [-0.49, 0.21, 0.12], [-0.33, 1.20, 0.45], [1.36, -0.14, 0.25], [-1.62, -0.69, 0.36], [0.30, -0.49, -0.98], [-0.77, -0.32, 0.56], [-0.85, 0.01, -0.28], [0.99, 0.82, -0.26], [0.20, -0.82, 0.23], [-0.76, 1.59, -0.56], [1.45, -1.33, -0.67], [-1.21, 1.65, -0.39], [-0.27, 0.01, 0.44], [-0.09, -0.37, -0.12], [0.31, -0.45, -0.45], [-0.19, -0.04, -0.15], [-0.15, 0.49, 0.10], [0.25, 0.33, 0.05], [0.90, -0.34, -0.50], [0.29, -0.54, 0.93], [0.42, -0.14, 0.35], [-0.10, 0.06, -0.37], [-0.67, 0.92, 0.36], [0.50, -0.10, 0.21], [0.41, -0.75, 0.01], [-0.64, -0.64, 0.55]]}

=====

# 2
{"formula": "C43H61BrN5O2Si5W", "method": "ωB97M-V with the def2-TZVPD basis set", "molar_mass_g_mol": 1084.2, "total_charge": -1, "orbital_gap_ev": [5.875, 5.721], "largest_force_ev_per_a": 0.9, "e_tot_ha": -6188.22000, "homo_energy_ha": [-0.1316, -0.1254], "relative_energy_kcal_mol": 28.04, "species": ["W", "C", "Si", "C", "C", "C", "Si", "C", "C", "C", "Si", "C", "C", "C", "C", "C", "C", "C", "N", "H", "H", "H", "H", "H", "H", "H", "H", "H", "H", "H", "H", "H", "H", "H", "H", "H", "H", "H", "H", "H", "H", "H", "H", "H", "H", "H", "H", "C", "Si", "C", "C", "N", "C", "C", "C", "C", "C", "C", "N", "Si", "C", "C", "C", "H", "H", "H", "H", "H", "H", "H", "H", "H", "H", "H", "H", "H", "H", "H", "H", "H", "H", "H", "H", "H", "H", "C", "C", "C", "C", "N", "C", "C", "C", "C", "C", "C", "C", "H", "H", "H", "H", "H", "H", "H", "H", "Br", "C", "C", "N", "C", "C", "C", "C", "O", "O", "H", "H", "H"], "xyz": [[-0.1325, -0.1508, -0.0947], [2.3465, 2.9053, -3.3059], [2.4213, 1.7326, -1.7855], [1.7749, 3.0181, -0.5417], [4.3202, 1.7427, -1.6599], [1.6196, -0.0160, -1.8298], [2.8463, -1.4660, -1.9853], [4.5919, -1.0602, -2.6253], [3.1903, -2.5828, -0.4962], [2.3953, -2.7348, -3.3379], [0.7024, 0.0343, -3.4771], [-0.4867, -1.1685, -4.3558], [1.8319, 0.3885, -4.9744], [-0.4792, 1.4889, -3.1279], [-1.2089, 2.1862, -4.0921], [-1.9554, 3.2924, -3.7303], [-1.9645, 3.6872, -2.3965], [-1.2696, 2.9200, -1.4851], [-0.5501, 1.8443, -1.8317], [3.0048, 2.6390, -4.1249], [2.7272, 3.8446, -2.8893], [1.3604, 3.1204, -3.7111], [2.5982, 3.6610, -0.2330], [1.2763, 2.6175, 0.3444], [1.0664, 3.6530, -1.0686], [4.6047, 2.7784, -1.4511], [4.7568, 1.4792, -2.6209], [4.7750, 1.1112, -0.9051], [5.2433, -0.6097, -1.8798], [4.6045, -0.4329, -3.5148], [5.0320, -2.0228, -2.8972], [4.2646, -2.6393, -0.3111], [2.8464, -3.5883, -0.7436], [2.6847, -2.2828, 0.4172], [2.4528, -2.3319, -4.3472], [1.4414, -3.2388, -3.2277], [3.1713, -3.5022, -3.2594], [-0.5056, -0.8328, -5.3979], [-1.4969, -1.0983, -3.9612], [-0.1901, -2.2109, -4.3682], [1.8640, -0.5099, -5.5926], [2.8492, 0.6496, -4.7192], [1.4271, 1.1889, -5.5970], [-1.1672, 1.8618, -5.1243], [-2.5164, 3.8478, -4.4716], [-2.5202, 4.5516, -2.0610], [-1.2874, 3.1595, -0.4284], [4.6095, -0.5517, 1.6226], [2.9843, 0.3338, 2.0380], [3.5345, 2.1180, 1.7171], [2.8492, 0.4613, 3.9396], [1.4869, -0.3636, 1.3887], [1.1244, -1.3787, 2.3037], [2.0213, -2.1329, 3.0636], [1.6175, -2.9046, 4.1487], [0.2797, -2.9327, 4.4842], [-0.6402, -2.3110, 3.6470], [-0.2519, -1.6575, 2.4710], [-1.0963, -1.2905, 1.4241], [-2.5821, -2.2363, 1.3972], [-3.7612, -1.7149, 2.7979], [-3.6410, -2.1502, -0.1631], [-2.2261, -4.0890, 1.5638], [5.4143, 0.0069, 2.1073], [4.8031, -0.5400, 0.5510], [4.6792, -1.5868, 1.9438], [4.3675, 2.1837, 2.4237], [2.8381, 2.9128, 1.9770], [3.9356, 2.3231, 0.7415], [3.6003, -0.1622, 4.4274], [1.8810, 0.1576, 4.3342], [3.0396, 1.4954, 4.2383], [3.0722, -2.0861, 2.8427], [2.3540, -3.4430, 4.7308], [-0.0658, -3.4654, 5.3616], [-1.6856, -2.3850, 3.8960], [-4.7320, -1.4225, 2.3947], [-3.3604, -0.8690, 3.3554], [-3.9250, -2.5277, 3.5084], [-4.4493, -1.4319, -0.0260], [-4.0884, -3.1368, -0.3061], [-3.1204, -1.8771, -1.0731], [-1.9097, -4.4015, 2.5549], [-1.4376, -4.3839, 0.8672], [-3.1285, -4.6432, 1.2972], [-0.2173, 2.2557, 3.9754], [-1.5660, 2.1872, 4.2978], [-2.4673, 1.8217, 3.3158], [-2.0003, 1.5124, 2.0417], [-0.6824, 1.5059, 1.7486], [0.1696, 1.8961, 2.6973], [-2.8698, 1.2103, 0.9009], [-4.1962, 1.6533, 0.8809], [-4.9577, 1.5113, -0.2613], [-4.3708, 0.9337, -1.3828], [-3.0615, 0.4874, -1.3409], [-2.2539, 0.5906, -0.1938], [0.5333, 2.5467, 4.6951], [-1.9097, 2.4164, 5.2982], [-3.5227, 1.7543, 3.5310], [1.2090, 1.9262, 2.4197], [-4.6193, 2.1459, 1.7477], [-5.9811, 1.8639, -0.2875], [-4.9395, 0.8302, -2.2998], [-2.6554, 0.0474, -2.2428], [0.1488, -7.6861, -1.5364], [-0.7018, -6.0641, -2.0024], [-1.7982, -6.0827, -2.8561], [-2.4463, -4.9820, -3.2237], [-2.0124, -3.8189, -2.7488], [-0.9200, -3.7063, -1.8943], [-0.2473, -4.8626, -1.5013], [-0.4741, -2.3984, -1.3450], [-1.0472, -1.3079, -1.6597], [0.4461, -2.3419, -0.4865], [-2.1622, -7.0238, -3.2499], [-2.5545, -2.9339, -3.0564], [0.5941, -4.7962, -0.8243]], "atomic_forces_ev_per_a": [[0.00, 0.34, 0.73], [-0.04, 0.02, 0.12], [0.09, -0.09, -0.03], [-0.12, -0.15, 0.13], [-0.12, 0.23, 0.14], [0.07, -0.04, -0.31], [-0.02, 0.02, 0.08], [-0.01, -0.11, 0.07], [0.05, 0.09, 0.02], [0.04, 0.07, 0.10], [0.05, 0.10, 0.11], [0.03, 0.19, 0.00], [-0.20, -0.10, 0.02], [0.02, 0.12, 0.19], [-0.04, 0.11, 0.08], [0.03, -0.01, 0.05], [0.03, -0.06, -0.08], [0.08, -0.09, -0.06], [-0.05, -0.12, 0.11], [0.09, -0.08, -0.13], [0.01, 0.01, -0.01], [-0.08, 0.00, -0.02], [0.06, 0.02, 0.03], [0.10, 0.06, -0.17], [-0.04, 0.02, -0.01], [0.02, 0.04, 0.03], [-0.01, 0.04, -0.02], [0.01, -0.01, 0.14], [0.02, -0.05, -0.03], [-0.01, 0.03, -0.09], [0.01, -0.08, -0.02], [0.05, -0.02, 0.00], [-0.04, -0.06, 0.01], [0.06, 0.02, -0.06], [-0.03, 0.08, -0.13], [-0.22, -0.07, 0.06], [0.00, -0.02, 0.00], [-0.01, 0.00, -0.03], [-0.01, -0.02, 0.01], [0.10, -0.19, 0.03], [-0.01, -0.05, -0.03], [0.22, 0.05, 0.08], [-0.03, 0.08, -0.02], [0.01, 0.00, -0.04], [-0.01, 0.01, -0.02], [-0.01, 0.01, -0.01], [0.02, -0.01, -0.01], [-0.07, 0.12, -0.03], [-0.07, -0.02, 0.05], [-0.03, -0.10, 0.12], [0.05, -0.01, -0.01], [0.05, -0.11, -0.15], [-0.01, -0.12, -0.05], [-0.13, 0.01, 0.00], [-0.01, 0.00, 0.00], [0.00, -0.03, 0.03], [-0.02, -0.01, -0.11], [-0.07, 0.08, -0.02], [0.08, -0.05, 0.12], [0.05, 0.06, -0.10], [0.04, -0.07, -0.06], [-0.01, -0.04, 0.07], [0.08, 0.10, 0.01], [0.04, 0.03, 0.02], [0.01, 0.03, -0.09], [0.01, -0.06, 0.00], [0.05, 0.02, 0.02], [0.00, -0.01, 0.01], [0.11, 0.05, -0.34], [0.03, -0.03, 0.04], [-0.02, -0.01, -0.01], [0.01, 0.06, 0.04], [0.11, -0.02, -0.02], [0.02, -0.02, 0.02], [-0.01, -0.01, 0.02], [-0.14, -0.03, 0.00], [-0.04, 0.02, -0.03], [0.04, 0.07, 0.03], [-0.01, -0.05, 0.03], [-0.01, 0.02, -0.01], [-0.05, -0.07, 0.04], [-0.01, -0.13, 0.07], [0.03, 0.00, 0.10], [0.00, 0.02, 0.00], [-0.05, -0.04, 0.00], [-0.21, -0.01, -0.01], [0.15, 0.00, -0.07], [0.16, 0.03, 0.01], [0.30, 0.01, -0.09], [-0.17, -0.06, -0.08], [-0.14, -0.01, -0.11], [0.11, 0.01, -0.08], [0.06, -0.03, 0.00], [0.00, -0.01, -0.02], [0.08, 0.04, -0.02], [-0.03, 0.18, 0.01], [-0.13, -0.05, -0.15], [0.01, 0.02, 0.03], [0.00, 0.00, 0.02], [-0.04, -0.01, 0.00], [-0.15, -0.01, 0.02], [0.00, 0.00, 0.02], [-0.01, 0.00, 0.00], [-0.01, 0.00, -0.01], [-0.02, 0.03, 0.04], [0.00, -0.03, 0.00], [-0.09, 0.11, -0.06], [0.05, -0.01, 0.05], [0.02, -0.10, 0.01], [0.13, 0.07, 0.07], [0.15, -0.05, 0.02], [-0.12, 0.16, -0.13], [0.09, 0.23, 0.19], [0.18, -0.83, -0.07], [-0.53, 0.38, -0.42], [-0.01, -0.02, -0.01], [0.02, 0.00, 0.02], [0.01, 0.02, 0.01]]}